(1)
Computed, not measured: an isolated molecule of CHN3O3 at a distorted geometry, with ωB97M-V with the def2-TZVPD basis set.

Geometry as XYZ:
```
8
Properties=species:S:1:pos:R:3:nbo_charge:R:1
C 0.082 0.735 -0.891 0.2681
N 0.263 -0.529 -0.921 -0.2898
N -0.179 1.904 -0.927 0.2272
N -0.012 -1.323 0.062 0.5431
O -0.308 3.025 -0.673 -0.3483
O -0.192 -0.601 1.518 -0.6137
O -0.430 -2.430 0.149 -0.2478
H 0.777 -0.782 1.683 0.4611
```

Its net charge is 0. The calculation puts the HOMO-LUMO gap (alpha / beta) at 0.2880 / 0.2827 hartree. The calculation puts the relative energy (zero: lowest compared OMol25 entry of this formula, charge and spin) at 107.72 kcal/mol. For the HOMO energy (alpha / beta), the calculation gives -9.359 / -9.302 eV. As for the LUMO energy (alpha / beta): -0.0560 / -0.0592 Ha.

---

(2)
Computed, not measured: a cluster of 2 separate species, CHN3O3S in total at a distorted geometry, with ωB97M-V with the def2-TZVPD basis set.

Geometry as XYZ:
```
9
Properties=species:S:1:pos:R:3:nbo_charge:R:1
C -1.437 -0.866 -0.785 -0.0679
N -2.153 -1.705 -1.167 -0.2835
N -4.383 0.275 0.207 0.4531
N -3.688 1.121 -0.031 -0.1507
O -5.059 -0.612 0.441 -0.2978
O 0.479 0.243 0.685 -0.8556
O -0.368 1.496 -1.334 -0.8778
S -0.852 0.809 -0.163 1.5894
H 1.096 -0.056 0.017 0.4907
```

Its net charge is 0. The calculation puts the HOMO-LUMO gap at 0.3996 hartree. The calculation puts the relative energy (zero: lowest compared OMol25 entry of this formula, charge and spin) at 100.00 kcal/mol. For the HOMO energy, the calculation gives -11.339 eV. As for the LUMO energy: -0.0171 Ha.